No. 1
Computed, not measured: 2 unconnected molecules or ions with the total composition C4H8NO, with ωB97M-V/def2-TZVPD.

XYZ file:
```
14
Properties=species:S:1:pos:R:3:mulliken_charge:R:1
C -0.549 0.335 0.383 0.273
C -0.996 -0.015 -0.811 -0.722
C -0.311 2.196 1.886 -0.066
N -0.517 1.733 0.714 -0.058
H -0.173 -0.256 1.203 0.283
H -1.370 0.693 -1.540 0.237
H -1.011 -1.044 -1.142 0.226
H -0.278 3.260 2.049 0.262
H -0.162 1.537 2.733 0.239
H -0.711 2.436 0.002 0.325
O 1.799 -2.956 -2.485 -0.355
C 1.518 -2.697 -1.357 -0.119
H 0.534 -3.014 -0.966 0.240
H 2.225 -2.208 -0.670 0.235
```

M	86.114	g mol⁻¹
spin multiplicity	1
net charge	+1
relative energy (zero: lowest compared OMol25 entry of this formula, charge and spin)	51.5	kcal/mol

No. 2
Computed, not measured: C8H21PSi in the gas phase, with ωB97M-V/def2-TZVPD.

XYZ file:
```
31
Properties=species:S:1:pos:R:3:mulliken_charge:R:1
C -0.368 -2.513 1.280 -0.999
C 0.470 -1.880 0.101 -0.773
Si 0.317 -0.060 -0.009 -0.385
C 1.150 0.613 -1.576 -0.482
C 2.177 -0.285 -2.179 -1.579
C 1.341 0.482 1.589 -0.405
C 0.546 1.549 2.350 -1.020
P -1.882 0.410 0.435 0.103
C -1.871 2.207 -0.004 -0.982
C -2.435 -0.490 -1.112 -1.314
H -1.210 -3.024 0.740 0.288
H 0.107 -3.216 1.952 0.265
H -0.774 -1.670 1.739 0.273
H 0.146 -2.350 -0.817 0.502
H 1.490 -2.190 0.257 0.576
H 0.353 0.718 -2.317 0.368
H 1.565 1.554 -1.515 0.608
H 3.152 -0.067 -1.981 0.402
H 2.060 -1.290 -2.150 0.419
H 1.986 -0.041 -3.236 0.379
H 1.403 -0.427 2.290 0.281
H 2.348 0.875 1.382 0.434
H 0.621 2.629 1.820 0.188
H -0.496 1.217 2.405 0.310
H 1.089 1.812 3.282 0.372
H -2.261 2.253 -1.000 0.396
H -0.800 2.413 -0.168 0.195
H -2.449 2.851 0.591 0.363
H -2.525 -1.591 -0.906 0.256
H -1.857 -0.318 -1.921 0.455
H -3.393 -0.173 -1.320 0.501
```

M	176.316	g mol⁻¹
spin multiplicity	1
relative energy (zero: lowest compared OMol25 entry of this formula, charge and spin)	0.0	kcal/mol
SMILES	CC[Si](CC)(CC)P(C)C

No. 3
Computed, not measured: a molecular structure, C21H17Cl36N3O, with ωB97M-V/def2-TZVPD.

XYZ file:
```
78
Properties=species:S:1:pos:R:3:mulliken_charge:R:1
O -7.904 -3.529 -1.708 -0.538
C -6.766 -3.112 -1.355 0.675
N -5.503 -2.732 -1.491 -0.344
C -5.375 -1.272 -1.160 0.417
C -6.417 -0.235 -1.699 -0.143
N -6.411 1.184 -1.485 -0.548
C -5.240 1.520 -0.705 0.583
C -5.013 3.072 -0.394 -0.482
C -3.793 3.634 0.400 -0.388
C -2.725 2.602 0.979 -0.345
C -2.946 1.083 0.690 0.276
C -4.179 0.530 -0.139 0.191
N -4.243 -0.896 -0.366 -0.491
H -7.285 -0.655 -2.346 0.307
H -5.764 3.861 -0.795 0.294
H -3.645 4.772 0.600 0.497
H -1.792 2.959 1.567 0.403
H -2.152 0.352 1.113 -0.238
C -6.826 -7.155 -2.633 0.770
Cl -5.258 -7.123 -1.811 -0.145
Cl -7.777 -8.552 -2.103 -0.148
Cl -7.710 -5.650 -2.342 -0.041
H -6.649 -7.247 -3.705 -0.387
C 0.504 -1.612 0.888 -0.012
Cl 0.815 -0.763 -0.632 -0.050
Cl 2.013 -2.233 1.574 -0.115
Cl -0.309 -0.542 2.041 -0.234
H -0.152 -2.457 0.683 0.338
C 2.245 1.608 -3.868 -0.003
Cl 3.801 1.656 -3.025 -0.079
Cl 1.305 0.199 -3.354 -0.108
Cl 1.337 3.099 -3.581 -0.124
H 2.436 1.522 -4.936 0.320
C -4.491 -11.125 -1.613 0.526
Cl -4.373 -12.073 -3.104 -0.129
Cl -5.580 -11.911 -0.461 -0.123
Cl -2.889 -10.891 -0.897 -0.129
H -4.902 -10.147 -1.860 -0.144
C -5.403 -5.179 -6.327 0.005
Cl -5.298 -4.028 -4.987 -0.059
Cl -3.809 -5.440 -7.048 -0.120
Cl -6.096 -6.713 -5.776 -0.157
H -6.060 -4.760 -7.088 0.309
C 7.835 2.935 -3.471 0.252
Cl 7.274 2.032 -4.886 -0.093
Cl 7.084 4.537 -3.417 -0.125
Cl 7.494 2.037 -1.985 -0.112
H 8.912 3.065 -3.553 0.030
C -4.129 7.658 2.675 0.533
Cl -5.781 8.284 2.770 -0.132
Cl -4.117 6.043 1.946 -0.133
Cl -3.097 8.762 1.755 -0.136
H -3.733 7.580 3.686 -0.212
C 11.229 1.890 -5.468 0.007
Cl 10.657 0.984 -6.876 -0.103
Cl 10.482 3.494 -5.415 -0.104
Cl 10.892 0.998 -3.976 -0.092
H 12.307 2.017 -5.556 0.338
C 2.348 0.143 4.740 0.040
Cl 2.657 0.989 3.218 -0.101
Cl 3.858 -0.478 5.422 -0.038
Cl 1.536 1.213 5.894 -0.131
H 1.691 -0.702 4.535 0.227
C 7.655 -0.024 7.090 -0.050
Cl 6.927 -1.327 6.140 -0.113
Cl 9.317 0.278 6.560 -0.114
Cl 6.686 1.451 6.966 -0.084
H 7.679 -0.332 8.134 0.360
C 8.641 2.560 3.460 0.021
Cl 7.081 1.762 3.703 -0.051
Cl 8.799 3.123 1.789 -0.108
Cl 8.834 3.907 4.591 -0.122
H 9.431 1.835 3.653 0.266
C -1.876 5.551 6.035 0.013
Cl -2.452 4.649 4.625 -0.049
Cl -2.617 7.158 6.092 -0.151
Cl -2.213 4.659 7.524 -0.123
H -0.797 5.674 5.946 0.302
```

M	1603.695	g mol⁻¹
spin multiplicity	1

Number 1: DFT total energy -7805.871 eV, orbital gap 7.152 eV. Number 2: DFT total energy -25801.575 eV, orbital gap 9.246 eV. Number 3: DFT total energy -479368.646 eV, orbital gap 7.506 eV.